Entry 1:
This record from OMol25 describes a 5-piece molecular cluster, C24H60ClN4O8 overall at a distorted geometry. The level of theory is wB97M-V/def2-TZVPD.

Summary:
Kohn-Sham gap (spin up / spin down) ... 9.17 / 5.30 eV
Expectation value of S² ... 0.7526

The geometry in ORCA input format:
```
! RIJCOSX wB97M-V def2-TZVPD def2/J DEFGRID3
* xyz 0 2
Cl -0.48 0.03 -0.69
C -0.69 -2.97 -5.05
O 0.07 -2.08 -4.19
C 0.76 -1.10 -4.95
C 1.28 0.02 -4.06
N 2.30 -0.50 -3.14
C 3.61 -0.76 -3.85
C 4.63 -1.04 -2.70
O 4.24 -2.21 -1.95
C 5.21 -2.68 -1.09
H -0.08 -3.28 -5.90
H -1.49 -2.33 -5.40
H -1.03 -3.91 -4.61
H 0.10 -0.63 -5.67
H 1.57 -1.59 -5.49
H 0.47 0.34 -3.40
H 1.66 0.81 -4.71
H 2.51 0.14 -2.40
H 3.91 0.20 -4.27
H 3.49 -1.62 -4.51
H 4.57 -0.14 -2.09
H 5.65 -1.11 -3.07
H 6.02 -3.08 -1.69
H 5.04 -3.46 -0.35
H 5.45 -1.77 -0.53
C -1.62 2.77 -2.80
O -2.76 3.31 -2.06
C -2.49 4.56 -1.32
C -1.32 4.55 -0.39
N -1.30 3.27 0.38
C -2.32 3.23 1.41
C -1.90 4.03 2.64
O -0.64 3.60 3.11
C -0.30 4.31 4.27
H -1.41 3.58 -3.51
H -1.93 1.85 -3.29
H -0.68 2.56 -2.30
H -3.48 4.71 -0.88
H -2.32 5.41 -1.98
H -1.50 5.42 0.24
H -0.36 4.80 -0.85
H -1.63 2.63 -0.33
H -2.67 2.24 1.70
H -3.22 3.72 1.05
H -2.54 3.92 3.51
H -1.96 5.05 2.27
H 0.60 3.85 4.68
H -1.06 4.54 5.01
H 0.12 5.31 4.18
C 0.69 -4.75 1.90
O 0.06 -3.87 0.88
C -1.32 -4.38 0.77
C -2.23 -3.48 -0.09
N -1.73 -3.26 -1.40
C -2.56 -2.36 -2.26
C -3.91 -2.83 -2.59
O -3.83 -4.17 -3.18
C -4.72 -4.34 -4.23
H 1.77 -4.61 1.83
H 0.46 -5.79 1.66
H 0.43 -4.59 2.95
H -1.81 -4.51 1.73
H -1.34 -5.38 0.32
H -2.50 -2.57 0.44
H -3.16 -4.01 -0.24
H -1.73 -4.13 -1.90
H -2.00 -2.04 -3.14
H -2.65 -1.43 -1.71
H -4.45 -2.10 -3.19
H -4.62 -2.82 -1.76
H -4.41 -3.72 -5.07
H -5.70 -3.95 -4.00
H -4.80 -5.36 -4.63
C -1.99 -0.58 2.62
O -0.65 -0.01 2.84
C -0.29 -0.27 4.23
C 1.23 -0.19 4.48
N 1.71 1.24 4.51
C 3.19 1.18 4.49
C 3.77 2.60 4.66
O 3.25 3.40 3.62
C 3.44 4.79 3.89
H -2.69 -0.19 3.36
H -1.94 -1.66 2.48
H -2.33 -0.24 1.64
H -0.43 -1.29 4.57
H -0.98 0.29 4.86
H 1.73 -0.74 3.69
H 1.40 -0.59 5.48
H 1.55 1.74 5.38
H 3.64 0.74 3.60
H 3.50 0.65 5.39
H 4.86 2.55 4.63
H 3.51 2.97 5.65
H 4.44 5.08 4.21
H 2.74 5.12 4.66
H 3.28 5.41 3.01
*
```

Here are the Löwdin charges for atoms 1 to 4, given in e:
1. Cl 0.26
2. C -0.09
3. O -0.21
4. C -0.23



Entry 2:
This record from OMol25 describes C24H60F3NO10Y as an isolated structure at a distorted geometry. The level of theory is wB97M-V/def2-TZVPD.

Summary:
Kohn-Sham gap (spin up / spin down) ... 6.86 / 5.32 eV
Expectation value of S² ... 0.7545

The geometry in ORCA input format:
```
! RIJCOSX wB97M-V def2-TZVPD def2/J DEFGRID3
* xyz 2 2
Y -4.24 0.29 1.44
C -0.49 0.59 -1.70
C -0.96 0.38 -0.30
O -2.32 0.08 -0.16
H 0.59 0.52 -1.83
H -0.74 1.57 -2.09
H -0.99 -0.18 -2.29
H -0.83 1.29 0.30
H -0.37 -0.34 0.27
C -1.96 0.46 4.20
O -1.39 1.53 3.46
O -3.17 0.16 3.58
C -0.92 -0.75 4.54
F -1.15 -1.90 3.88
F 0.39 -0.41 4.32
F -0.92 -1.05 5.87
C -0.40 2.37 4.10
C -0.16 3.55 3.16
H -1.05 4.13 2.91
H 0.43 4.33 3.66
H 0.25 3.17 2.22
H 0.55 1.84 4.19
H -0.74 2.74 5.07
H -2.27 1.02 5.08
O -3.66 0.72 -2.57
H -3.26 0.63 -3.44
H -3.01 0.35 -1.97
O -3.95 -1.99 1.24
H -4.37 -2.71 1.72
H -3.62 -2.40 0.44
O -3.25 2.33 1.64
H -2.44 2.41 2.14
H -3.60 3.22 1.61
C 6.17 -3.96 1.60
C 5.07 -2.90 1.16
C 3.81 -3.69 1.00
C 2.54 -2.80 0.91
C 2.52 -2.01 2.23
C 3.72 -1.02 2.39
N 4.94 -1.80 2.07
O 6.12 -1.18 2.38
C 3.58 0.13 1.39
C 3.60 -0.57 3.87
C 5.53 -2.35 -0.21
H 5.88 -4.43 2.54
H 7.12 -3.48 1.86
H 6.42 -4.68 0.81
H 3.90 -4.24 0.06
H 3.73 -4.50 1.72
H 1.76 -3.56 1.02
H 2.53 -2.23 -0.01
H 2.46 -2.76 3.02
H 1.65 -1.35 2.18
H 4.56 0.60 1.29
H 3.21 -0.20 0.42
H 2.87 0.92 1.68
H 2.88 0.23 4.07
H 3.48 -1.42 4.54
H 4.55 -0.10 4.10
H 5.84 -3.20 -0.82
H 6.35 -1.63 -0.22
H 4.70 -1.81 -0.66
H 6.34 -1.68 3.17
C -1.37 -3.69 -0.18
C -2.53 -3.96 -1.12
C -3.33 -5.17 -0.67
O -3.29 -2.78 -1.16
H -0.70 -2.94 -0.59
H -0.86 -4.63 0.07
H -1.75 -3.33 0.78
H -2.02 -4.12 -2.07
H -2.58 -5.94 -0.49
H -4.03 -5.52 -1.43
H -3.97 -4.97 0.19
H -2.57 -2.18 -1.39
C -0.39 1.52 -5.33
C -1.84 1.37 -5.70
C -1.98 0.86 -7.19
O -2.32 0.38 -4.89
H 0.11 0.64 -4.92
H -0.34 2.15 -4.44
H 0.23 2.02 -6.07
H -2.41 2.29 -5.56
H -1.19 1.35 -7.76
H -2.89 1.21 -7.69
H -1.90 -0.21 -7.35
H -2.06 -0.49 -5.21
C -1.98 7.19 -1.87
C -2.67 5.91 -2.37
C -1.89 4.70 -2.07
O -3.80 5.77 -1.62
H -1.43 6.95 -0.97
H -2.62 7.99 -1.49
H -1.26 7.51 -2.63
H -3.06 6.02 -3.38
H -0.81 4.82 -2.16
H -2.26 3.79 -2.55
H -1.95 4.38 -1.02
H -4.08 4.91 -1.94
*
```

Here are the Löwdin charges for atoms 1 to 4, given in e:
1. Y 1.94
2. C -0.08
3. C -0.42
4. O -0.39



Results for total energy: -60712.75649, -57004.44791 (in eV, following the order of the records).